<A>
Formula: C3H5NO
Source: the OMol25 dataset
Level of theory: ωB97M-V/def2-TZVPD

Geometry (Å):
O (2.11879, -0.60065, 0.10237)
N (-1.05436, 0.32019, -0.09344)
C (0.18626, 1.00728, 0.34691)
C (-0.31280, -0.89288, -0.52478)
C (0.98038, -0.24835, -0.01835)
H (0.23822, 1.29589, 1.40351)
H (0.42952, 1.88069, -0.26875)
H (-1.65641, 0.11578, 0.69685)
H (-0.33889, -1.04446, -1.61055)
H (-0.59071, -1.83349, -0.03377)

## Properties
LUMO level (eV): 0.947
Gap between HOMO and LUMO (eV): 10.637
Total charge: 0
SMILES: O=C1CNC1

<B>
Formula: C3H5NO
Source: the OMol25 dataset
Level of theory: ωB97M-V/def2-TZVPD

Geometry (Å):
O (0.09988, 2.30629, 0.36667)
N (0.01130, 0.00305, 1.12794)
C (0.25184, 1.09433, 0.36744)
C (0.23460, 0.12240, -0.87553)
C (-0.17996, -0.93860, -0.04784)
H (0.56427, -1.65775, 0.08724)
H (1.00374, 0.22553, -1.47898)
H (-0.69107, 0.31187, -1.47014)
H (-1.17292, -1.09268, -0.29115)
H (-0.12169, -0.37445, 2.21435)

## Properties
LUMO level (eV): 0.863
Gap between HOMO and LUMO (eV): 10.479
Total charge: 0
SMILES: O=C1CCN1

Most favorable first, least favorable last: <A>, <B>

<A>
Formula: C3H5NO
Source: the OMol25 dataset
Level of theory: ωB97M-V/def2-TZVPD

Geometry (Å):
O (1.79471, -0.34806, 0.32739)
N (-1.86930, -0.66799, -1.45152)
C (-0.95957, 0.52540, -1.17183)
C (1.52651, 0.07610, 1.42075)
C (-1.01416, -0.77273, -0.54316)
H (-1.42595, 1.39432, -0.70838)
H (0.57176, 0.61333, 1.60609)
H (2.22813, -0.07153, 2.26361)
H (-0.65406, -1.49643, 0.17552)
H (-0.19808, 0.74758, -1.91848)

## Properties
LUMO level (eV): 0.501
Gap between HOMO and LUMO (eV): 10.600
Total charge: 0
SMILES: C1=NC1.C=O

<B>
Formula: C3H5NO
Source: the OMol25 dataset
Level of theory: ωB97M-V/def2-TZVPD

Geometry (Å):
O (0.57591, -0.34530, -1.21455)
N (-0.62146, 0.96936, 1.58085)
C (-0.40180, 0.67031, -1.02553)
C (-0.37723, 0.48119, 0.44851)
C (0.48862, -0.92367, 0.08180)
H (-1.38227, 0.39911, -1.43344)
H (-0.03620, 0.09602, 1.73700)
H (-0.07037, 1.63777, -1.40473)
H (-0.11071, -1.85888, 0.10712)
H (1.50269, -1.21404, 0.45522)

## Properties
LUMO level (eV): 0.970
Gap between HOMO and LUMO (eV): 10.958
Total charge: 0

<C>
Formula: C3H5NO
Source: the OMol25 dataset
Level of theory: ωB97M-V/def2-TZVPD

Geometry (Å):
O (-0.54688, 1.46374, -0.68781)
N (-1.12328, -0.89494, 2.10349)
C (0.12602, -0.81321, -0.19973)
C (-0.57961, -0.91959, 1.08097)
C (0.56065, 0.65075, -0.39090)
H (-0.56022, -1.08956, -1.00736)
H (1.24869, 0.74381, -1.23539)
H (0.96668, -1.51501, -0.21297)
H (1.09042, 0.98828, 0.51243)
H (-1.18246, 1.38573, 0.03726)

## Properties
LUMO level (eV): 0.791
Gap between HOMO and LUMO (eV): 11.811
Total charge: 0
SMILES: N#CCCO

<D>
Formula: C3H5NO
Source: the OMol25 dataset
Level of theory: ωB97M-V/def2-TZVPD

Geometry (Å):
O (-1.91604, 0.68748, 0.74732)
N (1.10055, 0.27023, -0.08657)
C (-0.76447, 0.55291, 0.46067)
C (0.44255, -0.14552, 1.15860)
C (0.16027, 0.92453, -0.75611)
H (0.36356, -1.22729, 1.30751)
H (-0.93440, -0.44587, -2.25486)
H (-1.33888, -1.07342, -2.25062)
H (0.82958, 0.34385, 2.05794)
H (2.05728, 0.11311, -0.38387)

## Properties
LUMO level (eV): -0.063
Gap between HOMO and LUMO (eV): 8.735
Total charge: 0

Most favorable first, least favorable last: <C>, <A>, <B>, <D>

<A>
Formula: C3H5NO
Source: the OMol25 dataset
Level of theory: ωB97M-V/def2-TZVPD

Geometry (Å):
O (2.40200, 0.00970, -0.16569)
N (-0.93661, -0.98904, -0.25073)
C (0.12750, -0.07266, -0.67098)
C (-1.02560, 0.53757, 0.06461)
C (1.26744, -0.31473, 0.09025)
H (-0.59067, -1.35067, 0.74129)
H (-0.79421, 1.15242, 1.13191)
H (0.96659, -0.56930, 1.05769)
H (0.24289, 0.34055, -1.59643)
H (-1.65933, 1.25615, -0.40193)

## Properties
LUMO level (eV): 0.795
Gap between HOMO and LUMO (eV): 11.074
Total charge: 0
SMILES: O=C[C@@H]1CN1

<B>
Formula: C3H5NO
Source: the OMol25 dataset
Level of theory: ωB97M-V/def2-TZVPD

Geometry (Å):
O (-1.80533, -0.24238, 0.29873)
N (2.56253, -0.62703, 0.12903)
C (-0.52932, -0.54532, -0.20994)
C (1.88282, 0.39269, -0.02901)
C (0.51213, 0.15590, 0.60107)
H (-0.44222, -0.26965, -1.27384)
H (0.48045, -0.04227, 1.66230)
H (2.10960, 1.29528, -0.59359)
H (-1.93078, 0.71338, 0.28263)
H (-0.44428, -1.63663, -0.13600)

## Properties
LUMO level (spin up / spin down) (eV): -0.557 / -0.347
Gap between HOMO and LUMO (spin up / spin down) (eV): 9.074 / 8.802
Total charge: 0

Most favorable first, least favorable last: <A>, <B>